This record from the OMol25 dataset describes C40H47GdN6S3 as an isolated structure. The level of theory is ωB97M-V/def2-TZVPD.

Output
ΔE to the lowest compared entry with this formula, charge and spin: 36.5 kcal/mol
HOMO (alpha / beta): -6.898 / -6.892 eV
Expectation value of S²: 16.1333
Calculated total energy: -104514.384 eV
Spin multiplicity: 8

Last column: Mulliken charge in e.
Atoms and positions in Å:
Gd 0.519 -0.304 0.546  -0.32
C 0.999 3.520 2.475  -1.52
C 0.141 2.341 2.885  0.46
C 0.752 1.182 3.626  -1.53
N 1.438 0.167 2.749  0.35
C 1.977 -0.899 3.319  0.72
C 1.984 -0.919 4.724  -0.88
C 2.743 -1.652 5.582  -0.84
C 3.336 -2.883 5.362  -0.65
C 3.261 -3.635 4.213  -0.60
C 2.913 -3.197 2.940  -0.53
C 2.445 -1.990 2.431  1.47
N 2.359 -1.666 1.141  -0.05
C 3.147 -2.429 0.160  -1.05
C 2.323 -3.083 -0.987  -0.16
C 1.697 -2.116 -2.042  -0.98
N 1.465 -0.743 -1.522  0.51
C 1.899 0.270 -2.283  0.18
C 1.730 0.169 -3.704  -0.56
C 2.481 0.772 -4.718  -0.34
C 3.420 1.796 -4.503  -0.76
C 3.527 2.649 -3.381  -0.64
C 2.909 2.671 -2.116  -0.52
C 2.284 1.511 -1.544  0.89
N 1.965 1.417 -0.249  0.22
C 2.475 2.377 0.699  -1.66
C 1.548 3.542 1.034  0.40
H 1.851 3.586 3.194  0.35
H 0.395 4.401 2.633  0.47
H -0.408 2.019 1.981  -0.49
H -0.690 2.715 3.536  0.42
H -0.010 0.682 4.228  0.72
H 1.500 1.596 4.359  0.60
H 1.510 -0.089 5.165  0.52
H 3.028 -1.157 6.530  0.28
H 3.866 -3.284 6.155  0.41
H 3.563 -4.714 4.304  0.30
H 2.848 -4.076 2.222  0.08
H 3.738 -3.229 0.623  0.53
H 3.849 -1.719 -0.337  0.26
H 1.475 -3.709 -0.599  -0.15
H 3.010 -3.690 -1.584  0.52
H 0.733 -2.550 -2.390  0.07
H 2.401 -2.082 -2.927  0.58
H 1.043 -0.626 -4.067  0.41
H 2.321 0.454 -5.735  0.43
H 4.156 2.093 -5.287  0.27
H 4.241 3.461 -3.522  0.35
H 2.995 3.604 -1.510  0.35
H 3.403 2.735 0.277  0.87
H 2.787 1.928 1.650  0.36
H 0.657 3.417 0.294  -0.21
H 2.054 4.546 0.891  0.33
C -4.553 3.212 -1.942  -0.01
C -3.936 4.603 -1.802  -0.86
S -2.196 4.728 -1.219  -0.12
C -1.099 4.328 -2.607  -0.75
C -1.207 2.883 -3.165  -0.53
S -1.787 1.527 -2.013  -0.24
C -2.694 0.375 -3.156  -0.61
C -4.105 0.778 -3.354  -0.54
S -4.389 2.616 -3.647  -0.20
H -5.629 3.154 -1.803  0.49
H -4.049 2.577 -1.228  -0.13
H -4.428 5.253 -1.077  0.40
H -3.972 5.229 -2.720  0.37
H -0.158 4.461 -2.190  0.23
H -1.205 4.998 -3.463  0.52
H -0.170 2.520 -3.450  0.13
H -1.824 2.888 -4.094  0.50
H -2.547 -0.641 -2.747  0.31
H -2.128 0.429 -4.103  0.46
H -4.664 0.457 -2.472  0.06
H -4.574 0.246 -4.174  0.49
C -1.114 -6.403 0.018  -0.60
C -0.433 -5.785 1.064  -0.56
C -0.305 -4.412 1.093  -0.31
C -1.156 -3.657 0.262  0.11
C -2.041 -4.322 -0.664  -0.65
C -2.000 -5.716 -0.739  -0.47
N -1.075 -2.260 0.340  0.51
N -2.059 -1.610 -0.244  -0.14
C -2.648 -0.706 0.579  0.24
C -3.993 -0.437 0.398  -0.47
C -4.726 0.059 1.480  -0.77
C -4.021 0.350 2.646  -0.87
C -2.606 0.257 2.714  -0.39
C -1.846 -0.211 1.670  0.76
H -0.847 -7.435 -0.244  0.37
H 0.065 -6.361 1.824  0.43
H 0.431 -3.952 1.730  0.40
H -2.802 -3.764 -1.111  0.53
H -2.706 -6.273 -1.391  0.34
H -4.445 -0.859 -0.507  0.48
H -5.802 0.256 1.448  0.42
H -4.489 0.914 3.454  0.35
H -2.121 0.522 3.683  0.11

=====

This record from the OMol25 dataset describes C40H47IrN5OP2S3 as an isolated structure. The level of theory is ωB97M-V/def2-TZVPD.

Output
ΔE to the lowest compared entry with this formula, charge and spin: 106.0 kcal/mol
HOMO: -14.026 eV
Calculated total energy: -105639.703 eV
Charge: +3

Last column: Mulliken charge in e.
Atoms and positions in Å:
Ir 0.398 0.506 0.079  1.46
C -3.656 -0.053 -1.385  -1.83
C -2.387 0.400 -0.754  1.03
N -1.376 -0.334 -0.443  -0.25
N -1.403 -1.713 -0.554  -0.21
C -0.671 -2.384 0.338  0.50
N -0.828 -3.685 0.484  -0.27
S 0.479 -1.497 1.253  -0.51
C -2.221 1.772 -0.276  0.36
C -3.205 2.730 -0.330  -0.57
C -3.043 3.906 0.404  -0.73
C -1.922 4.045 1.195  -0.88
C -0.946 3.054 1.172  -0.17
N -1.073 1.959 0.427  -0.12
H -3.637 -1.082 -1.732  0.29
H -3.854 0.571 -2.259  0.48
H -4.483 0.068 -0.683  0.54
H -2.117 -2.134 -1.131  0.18
H -1.590 -4.198 0.065  0.23
H -0.221 -4.194 1.109  0.27
H -4.103 2.557 -0.907  0.51
H -3.804 4.675 0.378  0.51
H -1.773 4.911 1.826  0.51
H -0.052 3.142 1.762  0.75
C 7.109 2.454 -4.663  -0.82
S 6.741 3.936 -3.705  -0.07
C 6.339 3.190 -2.115  -0.98
C 4.936 2.592 -2.076  0.18
C 4.581 2.070 -0.695  -1.16
N 3.224 1.473 -0.640  0.89
P 2.731 -0.037 -0.127  -0.04
C 3.037 -1.148 -1.542  1.66
C 2.072 -2.193 -2.013  0.39
C 2.596 -3.228 -2.920  -1.22
C 3.832 -3.132 -3.420  -0.82
C 4.763 -2.114 -2.961  -0.88
C 4.426 -1.221 -2.021  -0.80
C 3.687 -0.628 1.246  1.50
C 3.987 -1.993 1.296  -0.73
C 4.723 -2.492 2.358  -0.78
C 5.165 -1.635 3.359  -0.67
C 4.877 -0.275 3.301  -0.83
C 4.139 0.233 2.248  -0.68
P 1.769 2.307 -0.668  -1.02
C 2.003 3.771 0.324  2.55
C 2.249 3.597 1.692  -0.36
C 2.600 4.680 2.477  -1.11
C 2.721 5.942 1.900  -0.78
C 2.490 6.117 0.542  -0.81
C 2.133 5.034 -0.251  -1.50
C 1.236 2.766 -2.303  1.66
C 1.817 2.183 -3.428  -0.51
C 1.362 2.540 -4.687  -1.10
C 0.309 3.432 -4.823  -0.88
C -0.299 3.983 -3.699  -1.02
C 0.162 3.655 -2.436  -0.74
H 7.404 2.792 -5.654  0.38
H 6.241 1.804 -4.768  0.20
H 7.942 1.907 -4.223  0.28
H 6.428 3.991 -1.378  0.41
H 7.094 2.440 -1.863  0.40
H 4.850 1.783 -2.807  0.03
H 4.222 3.367 -2.369  0.33
H 4.623 2.880 0.039  0.51
H 5.288 1.309 -0.360  0.68
H 1.226 -2.460 -1.389  -0.35
H 1.958 -4.069 -3.158  0.56
H 4.193 -3.878 -4.116  0.48
H 5.782 -2.149 -3.324  0.55
H 5.177 -0.576 -1.580  0.50
H 3.662 -2.660 0.506  0.37
H 4.965 -3.546 2.399  0.47
H 5.748 -2.025 4.182  0.45
H 5.241 0.388 4.075  0.48
H 3.947 1.296 2.192  0.31
H 2.135 2.616 2.144  0.60
H 2.780 4.547 3.536  0.51
H 3.000 6.788 2.514  0.46
H 2.599 7.095 0.092  0.52
H 1.982 5.179 -1.314  0.49
H 2.624 1.470 -3.323  0.28
H 1.838 2.125 -5.566  0.63
H -0.039 3.710 -5.809  0.48
H -1.115 4.684 -3.813  0.52
H -0.288 4.109 -1.562  0.52
O 2.017 -0.870 -2.525  0.16
S -1.314 -0.722 -3.767  0.36
C -0.064 -0.985 -5.079  0.16
C -0.847 -1.447 -6.303  -0.86
C -1.952 -2.361 -5.791  -0.71
C -2.651 -1.597 -4.668  -0.77
H 0.652 -1.732 -4.740  -0.04
H 0.462 -0.049 -5.242  -0.04
H -0.193 -1.948 -7.016  0.40
H -1.288 -0.583 -6.806  0.31
H -1.517 -3.282 -5.394  0.25
H -2.660 -2.638 -6.572  0.42
H -3.187 -2.268 -3.997  0.31
H -3.355 -0.866 -5.063  0.37

=====

Max |F|
In order: 3.0 0.9
Unit: eV Å⁻¹